No. 1
Computed, not measured: a 10-piece molecular cluster, C41H62BN9O overall at a distorted geometry, with wB97M-V/def2-TZVPD.

```
114
Properties=species:S:1:pos:R:3:forces:R:3
C 38.96500 17.40200 38.39000 -0.795 0.713 -3.276
C 38.80700 15.99000 37.72800 -0.079 -0.225 0.710
C 38.11600 15.07600 38.70400 -3.739 1.024 -0.113
C 36.55400 15.28300 38.71600 3.396 -2.339 -4.329
C 36.00200 14.99200 37.35400 2.749 -3.510 -2.892
C 36.51100 15.83500 36.19500 -1.587 -0.381 1.241
N 37.94900 16.03900 36.43600 3.001 5.236 -6.183
O 38.53400 16.62000 35.39100 -2.366 -3.380 5.794
C 35.75700 17.19600 36.31000 5.872 -0.363 -2.348
C 36.23100 15.22500 34.76300 2.339 0.948 2.469
C 40.12200 15.35800 37.42400 2.481 0.281 1.744
H 38.04400 17.96900 38.52300 -0.089 -0.713 0.998
H 39.46700 18.10100 37.74800 0.131 0.211 -1.932
H 39.79300 17.52400 39.02700 0.361 -1.080 2.310
H 38.41900 15.26000 39.67600 0.998 0.881 1.918
H 38.28100 14.05100 38.61700 0.513 -1.785 -1.008
H 36.20400 16.10000 39.12500 -1.357 4.717 1.970
H 36.01600 14.56100 39.14900 -0.943 -2.949 3.005
H 34.94100 14.85600 37.29200 -0.639 0.191 0.048
H 36.49900 13.87300 36.97100 -1.565 2.480 1.509
H 36.05900 17.89500 36.97200 0.785 1.423 3.631
H 34.82400 16.96200 36.32500 -5.962 -1.172 0.249
H 36.05200 17.79400 35.49700 -0.171 0.352 -2.090
H 35.17400 15.24300 34.56100 -0.064 -0.587 -0.195
H 36.91100 14.37900 34.71100 -1.133 -1.194 -0.060
H 36.81700 15.87400 34.18300 -0.205 1.332 -1.645
H 40.88600 15.75000 36.80900 0.254 2.273 -0.785
H 40.20100 14.42300 36.96200 -1.332 -2.199 -0.128
H 40.66900 15.28400 38.41500 -0.865 -0.110 -0.825
B 35.99400 14.67100 42.01100 -0.240 -0.385 -0.340
H 36.04100 13.53700 42.62700 0.131 1.197 -0.640
H 35.72700 15.61100 42.84100 0.051 -0.672 -0.359
H 37.00700 15.00200 41.35100 0.094 -0.295 0.725
H 35.16700 14.64000 41.04200 0.114 0.090 1.125
N 41.15400 17.68400 42.18200 2.837 -8.119 -3.460
C 40.69000 16.32300 42.09300 0.995 -1.439 -2.012
C 41.70000 15.57300 41.24000 0.146 3.194 1.271
C 42.76500 16.68700 40.94100 -4.972 0.522 4.211
C 42.39400 17.91000 41.69000 0.428 -1.735 -2.665
H 40.65700 18.22300 42.67900 -4.263 5.432 4.611
H 39.58100 15.96000 42.53400 3.472 1.255 -1.314
H 41.81600 14.39500 40.94000 -0.647 3.497 0.915
H 43.55900 16.62800 40.31000 2.279 -0.398 -1.405
H 42.80000 18.98700 41.75600 -0.448 -2.228 -0.321
N 39.48800 10.16900 36.13700 -2.638 0.558 0.311
C 39.99400 11.27300 35.44200 -4.778 1.599 -0.839
C 38.78700 12.26000 35.05300 1.466 -6.370 3.894
C 37.58300 11.49900 35.72300 4.897 -1.232 0.582
C 38.04600 10.27600 36.42200 4.785 7.676 -7.058
H 39.90200 9.21900 36.25900 0.053 1.701 -0.161
H 41.04500 11.31700 35.16100 -0.430 -0.030 0.049
H 38.92100 13.24200 34.59000 -0.304 -0.656 0.171
H 36.57600 11.82700 35.80600 -0.550 0.361 -0.124
H 37.51200 9.72400 37.01400 -2.500 -3.534 3.137
N 35.84400 17.63600 41.22900 3.852 -1.200 1.804
C 36.93500 18.44800 40.80300 -2.461 2.138 -3.197
C 36.20000 19.52500 39.92600 1.361 -3.553 2.327
C 34.77600 19.17500 39.97200 2.747 -1.354 1.002
C 34.62800 17.97000 40.77000 -0.025 1.126 -0.949
H 36.03500 16.83900 42.01900 -0.943 1.421 -2.485
H 38.11800 18.17100 40.65800 -3.621 0.498 1.244
H 36.81100 20.29100 39.36300 -1.295 -0.826 0.695
H 34.05000 19.74700 39.45700 -0.817 0.130 -0.270
H 33.80200 17.20600 40.96500 1.104 1.747 -0.160
N 42.28300 18.72000 36.04000 -2.205 6.146 7.561
C 41.87400 20.06800 35.88200 -1.056 0.438 4.446
C 41.60100 20.76700 37.19500 2.366 -5.961 -1.803
C 42.11100 19.66500 38.30300 -0.052 -1.200 -15.931
C 42.45600 18.50700 37.43800 -0.642 2.315 1.969
H 42.65200 18.15700 35.41400 1.808 -3.056 -3.796
H 41.60900 20.41100 34.91900 -0.089 0.344 -0.825
H 41.01200 21.68900 37.28100 0.733 -0.429 0.128
H 41.97200 19.81400 39.20200 -0.882 0.789 8.915
H 42.82700 17.54300 37.83100 -0.269 0.674 -0.521
N 36.85300 21.44300 35.92600 1.005 -0.597 0.316
C 37.89500 20.57300 35.69700 -1.507 -1.681 -4.406
C 37.54800 19.77300 34.42300 0.449 2.306 2.953
C 36.20000 20.23200 34.08200 0.379 0.932 2.146
C 35.82400 21.29300 35.06600 -0.128 -2.009 -2.900
H 36.88900 22.09400 36.70800 -0.252 -0.247 -0.483
H 38.83900 20.66100 36.19800 0.079 -0.079 0.258
H 38.33900 19.08500 33.90000 -2.094 1.309 1.126
H 35.48400 19.74400 33.36500 1.012 0.954 0.718
H 34.93200 21.97200 35.03500 1.112 -1.012 0.320
N 32.69300 13.18100 38.21200 -2.049 4.865 -2.285
C 33.15000 14.03000 39.16400 -4.447 4.136 -2.905
C 32.50300 15.35300 38.86600 1.197 -2.923 -2.498
C 31.92800 15.14300 37.46700 0.530 -2.052 2.273
C 31.97200 13.75500 37.11100 1.500 1.865 2.703
H 32.99800 12.31600 38.25100 1.497 -5.230 -0.162
H 33.75900 13.54400 39.82900 1.288 -0.096 2.279
H 32.49700 16.35200 39.36400 0.388 -1.383 -0.393
H 31.49400 15.91400 36.86200 -0.279 0.185 -0.014
H 31.61500 13.15500 36.25100 0.391 0.634 0.903
N 36.19600 14.97200 31.09300 4.648 -2.754 0.698
C 34.92600 15.10200 31.45500 -1.431 1.486 -0.688
C 34.64900 16.55700 31.71000 4.362 -2.988 -1.216
C 35.97700 17.20000 31.56100 1.445 -2.509 0.148
C 37.01100 16.12200 31.28900 -12.961 1.258 1.537
H 36.58200 13.85500 30.98600 -1.081 4.679 0.343
H 34.51400 14.05200 31.25100 -1.038 2.298 0.908
H 33.73500 17.04000 31.89800 -0.901 0.257 0.237
H 36.28100 18.30200 31.69500 -0.798 -2.029 -0.224
H 37.92300 16.18000 31.10200 7.813 0.314 -1.697
N 43.26100 16.58900 34.04300 0.670 1.546 -1.798
C 42.65200 15.65900 34.76100 -6.752 0.187 -3.777
C 41.20700 15.61700 34.09000 1.329 0.520 2.152
C 41.06300 16.71000 33.09000 4.747 -2.321 1.530
C 42.51600 17.14700 33.05100 -2.715 1.967 -1.698
H 44.20400 16.96100 34.07500 0.010 -0.691 0.560
H 43.00200 15.17600 35.60100 0.835 -0.941 1.366
H 40.36200 14.93200 34.55200 1.980 1.624 -1.245
H 40.21000 16.90700 32.36500 1.529 -0.170 1.265
H 43.04400 17.97000 32.39800 -1.351 -1.862 1.404
```
Positions in Å, forces in eV/Å.

Values from the calculation:
HOMO   -7.081 eV
Energy relative to the best compared isomer or geometry (same formula, charge and spin)   243.8 kJ/mol
Total charge   0
E_LUMO   -3.33 eV

Löwdin population analysis, charges in e, atoms 1 to 99: 0.012 -0.365 -0.088 -0.146 -0.115 -0.414 0.153 0.118 0.065 0.031 -0.033 0.065 0.065 0.073 0.078 0.112 0.054 0.039 0.093 0.172 0.060 0.042 0.060 0.102 0.065 0.035 0.032 0.060 0.120 -0.408 -0.038 -0.036 -0.057 -0.054 -0.027 -0.093 -0.082 -0.093 -0.131 0.036 0.163 0.123 0.013 0.132 -0.039 -0.091 -0.033 -0.083 -0.056 0.155 0.081 0.021 0.041 0.024 -0.077 -0.108 -0.117 -0.126 -0.159 0.085 0.117 0.066 0.049 0.121 0.039 -0.111 -0.020 0.008 -0.112 0.007 0.072 0.059 -0.052 0.090 -0.037 -0.098 -0.092 -0.117 -0.129 0.154 0.060 0.103 0.077 0.115 -0.021 -0.097 -0.030 -0.115 -0.093 0.069 0.062 0.067 0.061 0.098 -0.085 -0.171 -0.066 -0.071 -0.071

=====

No. 2
Computed, not measured: C41H63As2CaN6O3PSSeSi3Te as an isolated structure at a distorted geometry, with wB97M-V/def2-TZVPD.

```
123
Properties=species:S:1:pos:R:3:forces:R:3
Ca -0.35706 0.02190 0.96467 0.831 1.424 0.329
C 1.91383 -0.62641 -5.38356 -0.056 -0.030 0.001
As 1.11370 -0.23863 -3.61717 0.129 -0.051 -0.066
C 0.17166 -1.95205 -3.43192 -0.003 0.014 0.024
C -0.39567 0.84450 -4.25877 -0.041 0.002 0.164
C -1.13130 0.46163 -5.37464 0.011 -0.019 -0.059
C -2.23529 1.18953 -5.79178 0.000 0.011 -0.017
C -2.61564 2.31181 -5.07328 -0.025 -0.007 0.014
C -1.88452 2.70403 -3.96138 -0.114 -0.024 0.030
C -0.76862 1.98842 -3.53968 -0.068 -0.073 0.104
As 0.31529 2.58532 -1.98733 -0.006 -0.085 -0.465
C -0.51366 4.34004 -1.71959 -0.056 0.007 0.009
C 1.69712 3.25955 -3.27039 0.123 0.121 0.213
H 1.21765 -1.15111 -6.03934 0.023 0.004 -0.020
H 2.79809 -1.24777 -5.23598 -0.012 -0.005 0.009
H 2.21708 0.30764 -5.85668 0.002 0.009 0.014
H -0.55509 -2.09702 -4.23208 0.019 0.007 -0.014
H -0.34488 -1.98297 -2.47316 -0.034 0.020 0.006
H 0.91245 -2.75328 -3.45794 -0.002 0.005 0.030
H -0.85057 -0.42820 -5.92801 -0.002 -0.006 0.009
H -2.79978 0.87488 -6.66192 -0.008 -0.012 0.013
H -3.49397 2.87603 -5.36402 0.001 0.009 -0.004
H -2.21214 3.56755 -3.40067 -0.022 0.045 0.015
H -0.55538 4.90424 -2.65343 -0.011 0.005 0.013
H 0.09021 4.88035 -0.99007 0.003 -0.016 0.003
H -1.50796 4.22804 -1.28627 -0.015 -0.025 0.032
H 1.21844 3.58530 -4.19415 -0.004 0.022 0.024
H 2.41585 2.46975 -3.49208 -0.001 -0.012 0.013
H 2.23143 4.10576 -2.83205 0.020 -0.028 0.045
S 8.12429 -2.53361 -0.17112 -0.149 0.056 0.004
N 7.62449 -0.99335 -0.27217 -0.044 0.021 -0.001
C 6.30370 -1.02069 -0.31551 0.067 0.000 -0.016
C 5.43023 0.13408 -0.40814 0.034 -0.055 0.000
C 5.91284 1.44107 -0.37972 -0.006 0.047 0.017
C 5.01229 2.47832 -0.44159 -0.003 -0.043 -0.037
C 3.65524 2.16694 -0.54939 -0.014 -0.018 -0.194
N 3.18488 0.93643 -0.59943 0.071 0.006 -0.148
C 4.04753 -0.07763 -0.50921 0.026 -0.017 -0.032
C 3.48366 -1.44719 -0.45507 0.071 0.088 0.055
N 2.15320 -1.56856 -0.50562 -0.139 0.010 0.118
C 1.63447 -2.77397 -0.35277 -0.027 -0.099 -0.152
C 2.39349 -3.93403 -0.17491 0.025 0.045 -0.013
C 3.75901 -3.82272 -0.15923 -0.024 -0.028 0.006
C 4.32525 -2.55389 -0.29985 0.078 -0.029 -0.028
C 5.75946 -2.33946 -0.26399 0.059 -0.033 0.011
N 6.68479 -3.28067 -0.18259 -0.042 0.003 -0.007
H 6.97866 1.60798 -0.29030 0.003 0.014 -0.008
H 5.33055 3.51111 -0.39963 -0.004 0.010 0.011
H 2.91409 2.95658 -0.57606 0.017 -0.034 -0.059
H 0.55745 -2.83761 -0.36154 -0.026 -0.001 0.010
H 1.89150 -4.87892 -0.02349 -0.015 -0.009 -0.001
H 4.40580 -4.67855 -0.01451 -0.001 0.000 -0.005
C -4.84483 -0.00522 0.50937 0.018 -0.061 -0.022
Si -3.58108 0.74693 -0.67662 -0.084 0.061 0.041
C -4.58732 2.01024 -1.71435 0.114 0.005 -0.024
C -3.16363 -0.59460 -1.92585 0.011 -0.064 0.126
N -2.20282 1.35131 0.13830 0.055 0.016 0.173
C -2.24656 2.57434 0.80056 0.024 -0.034 -0.153
C -3.39621 3.37939 0.85165 0.028 -0.012 0.017
C -3.41115 4.68529 1.34170 0.020 0.023 0.027
C -2.24236 5.22550 1.83811 -0.047 0.018 -0.021
C -1.10774 4.41780 1.90158 0.024 -0.044 -0.020
C -1.06758 3.08527 1.46598 0.104 -0.017 0.068
N 0.04302 2.26916 1.64303 -0.053 -0.040 -0.054
Si 1.46471 2.82184 2.39027 -0.051 0.030 0.018
C 1.30669 3.38190 4.19822 0.002 -0.014 -0.029
C 2.76807 1.46419 2.40407 -0.033 -0.093 0.009
C 2.24866 4.33609 1.51064 -0.019 0.059 0.000
H -5.73300 -0.37017 -0.01823 -0.022 -0.002 -0.019
H -5.16640 0.72669 1.25469 -0.010 0.028 0.002
H -4.40194 -0.84155 1.05631 -0.015 0.005 0.027
H -4.75501 1.62045 -2.72071 -0.021 -0.044 -0.063
H -4.07494 2.96793 -1.80565 0.051 0.056 -0.029
H -5.56244 2.20856 -1.26018 -0.010 -0.002 0.006
H -4.06125 -0.82727 -2.50874 -0.019 0.031 -0.009
H -2.81732 -1.50892 -1.44793 0.021 0.046 -0.073
H -2.40074 -0.25666 -2.62349 0.138 0.094 -0.165
H -4.32223 2.97078 0.47195 -0.030 0.030 0.015
H -4.33129 5.25987 1.32676 -0.016 -0.005 -0.010
H -2.20552 6.24814 2.19800 0.014 0.007 0.020
H -0.20518 4.84075 2.32279 0.021 0.040 0.051
H 1.00777 2.55067 4.84039 0.014 -0.030 -0.016
H 0.56382 4.17178 4.31407 -0.026 0.034 0.020
H 2.26640 3.76048 4.56567 0.029 -0.008 -0.001
H 2.74492 0.89293 3.33150 -0.032 -0.017 0.059
H 3.77180 1.88632 2.28644 0.021 0.015 0.034
H 2.61815 0.74162 1.60029 -0.021 0.061 0.232
H 2.03609 5.26649 2.04306 -0.005 0.021 0.000
H 1.85205 4.44494 0.49697 -0.032 0.036 0.028
H 3.33587 4.23442 1.44103 0.016 0.020 0.035
C -1.33613 -6.36903 0.10418 0.009 0.045 0.014
C -1.10489 -5.46376 1.30046 0.004 -0.091 0.046
O -0.87619 -4.13100 0.87163 -0.037 0.081 -0.017
P -2.00866 -2.98574 0.97633 -0.016 -0.194 -0.513
O -1.33766 -1.76270 0.40478 -0.782 -1.456 -0.087
Te -3.09384 -2.96703 3.05282 -0.001 0.062 0.133
O -3.02553 -3.48330 -0.19524 0.078 -0.036 0.130
C -4.38339 -3.86255 -0.02100 -0.119 0.008 -0.038
C -5.02723 -3.88590 -1.39135 0.011 0.005 0.022
H -1.49957 -7.39707 0.43473 -0.005 -0.020 -0.003
H -0.47353 -6.35040 -0.56412 0.011 -0.007 -0.013
H -2.20538 -6.03245 -0.46090 -0.022 -0.016 0.001
H -0.21417 -5.76420 1.85742 -0.010 0.000 0.009
H -1.95142 -5.49592 1.99348 0.024 0.012 -0.014
H -4.89036 -3.15701 0.63927 0.022 0.006 -0.003
H -4.43625 -4.84666 0.45739 0.025 0.004 0.003
H -4.99181 -2.89291 -1.83893 -0.007 -0.014 0.006
H -6.06926 -4.20132 -1.30679 -0.014 0.000 -0.008
H -4.50272 -4.57756 -2.05287 -0.003 -0.017 -0.007
C -0.58591 -0.35790 5.17691 0.021 -0.004 -0.001
Si 0.76512 -1.64163 4.90642 0.050 0.069 -0.033
C 0.24957 -3.24505 5.77280 -0.005 -0.027 -0.077
C 2.28781 -1.04745 5.86725 -0.006 -0.037 -0.004
Se 1.25049 -1.94352 2.75910 -0.001 0.084 0.091
H -1.03561 -0.43770 6.17144 0.021 0.016 0.038
H -1.37925 -0.48816 4.43896 -0.034 -0.025 0.030
H -0.18033 0.64967 5.06069 -0.023 0.014 -0.028
H 0.52368 -3.22361 6.83200 -0.038 0.013 0.037
H 0.74787 -4.09430 5.30152 0.031 -0.017 0.020
H -0.82645 -3.40718 5.68796 -0.016 -0.001 -0.039
H 2.09783 -1.02126 6.94538 -0.013 0.020 0.018
H 2.59093 -0.04941 5.54623 0.004 0.036 -0.025
H 3.12452 -1.72418 5.67891 0.020 -0.013 0.017
```
Positions in Å, forces in eV/Å.

Values from the calculation:
HOMO   -0.962 eV
Energy relative to the best compared isomer or geometry (same formula, charge and spin)   145.4 kJ/mol
Total charge   -2
E_LUMO   3.20 eV

Löwdin population analysis, charges in e, atoms 1 to 99: 1.137 -0.344 1.145 -0.316 -0.448 -0.136 -0.103 -0.097 -0.122 -0.439 1.156 -0.314 -0.338 0.004 0.006 0.011 0.019 0.001 0.018 0.081 0.091 0.098 0.079 0.022 0.010 0.018 0.017 -0.017 0.010 0.939 -0.235 -0.301 -0.093 -0.010 -0.044 -0.164 0.129 -0.149 -0.155 0.122 -0.206 -0.041 -0.003 -0.095 -0.296 -0.232 0.110 0.103 0.061 0.065 0.103 0.112 -0.177 0.360 -0.190 -0.165 -0.195 -0.375 -0.105 -0.157 -0.159 -0.102 -0.371 -0.220 0.345 -0.177 -0.184 -0.188 0.021 0.023 -0.039 0.007 0.006 0.017 0.023 -0.010 0.005 0.056 0.075 0.074 0.056 0.001 0.011 0.019 -0.002 0.026 -0.024 0.016 -0.003 0.005 -0.076 -0.316 -0.336 0.095 -0.603 0.451 -0.313 -0.354 -0.074